Entry 1:
C14H36BaN3O8 | ωB97M-V/def2-TZVPD

Its calculated total energy is -1346.30008 a.u. For the HOMO-LUMO gap, the calculation gives 7.325 eV. The value obtained for the HOMO energy is -0.3648 Ha.

ORCA input file:
```
! RIJCOSX wB97M-V def2-TZVPD def2/J DEFGRID3
* xyz 1 1
Ba -0.046 0.239 0.229
N -1.864 1.935 3.295
O -2.267 3.102 3.336
O -1.877 1.330 2.238
O -1.499 1.497 4.327
C -0.183 4.903 -0.422
C -0.741 3.718 0.366
O -1.177 2.706 -0.532
H -0.012 5.794 0.182
H -0.874 5.043 -1.254
H 0.720 4.672 -0.988
H -1.555 4.179 0.925
H 0.009 3.521 1.132
H -1.935 2.995 -1.046
C -1.051 -2.034 3.120
O -0.075 -1.810 2.148
C 1.236 -2.003 2.720
C 2.311 -1.397 1.802
N 1.969 -1.648 0.398
C 3.156 -1.315 -0.519
C 3.716 0.083 -0.481
O 2.585 0.927 -0.690
C 2.907 2.269 -0.507
H -1.026 -1.176 3.791
H -0.960 -2.870 3.814
H -2.072 -1.950 2.747
H 1.469 -3.033 2.990
H 1.236 -1.309 3.560
H 3.255 -1.936 1.879
H 2.608 -0.366 1.996
H 2.051 -2.652 0.477
H 2.940 -1.501 -1.571
H 3.822 -2.146 -0.289
H 4.377 0.240 -1.333
H 4.235 0.404 0.422
H 3.685 2.613 -1.188
H 3.282 2.473 0.496
H 1.942 2.769 -0.584
C 0.809 1.074 -3.315
O 0.069 0.059 -2.507
C 0.010 -1.183 -3.234
C -1.091 -2.114 -2.487
N -0.613 -2.404 -1.090
C -1.639 -3.052 -0.259
C -2.856 -2.137 -0.064
O -2.644 -0.775 0.333
C -3.946 -0.097 0.359
H 0.912 2.024 -2.790
H 0.190 1.209 -4.203
H 1.861 0.939 -3.566
H 0.983 -1.657 -3.104
H -0.174 -0.934 -4.279
H -1.367 -2.934 -3.150
H -2.007 -1.523 -2.471
H 0.160 -3.037 -1.235
H -1.181 -3.490 0.629
H -1.854 -3.940 -0.854
H -3.630 -2.782 0.352
H -3.284 -1.987 -1.055
H -4.655 -0.170 1.183
H -4.638 -0.320 -0.453
H -3.712 0.965 0.275
*
```



Entry 2:
ClH2O2PS2 | ωB97M-V/def2-TZVPD

Its calculated total energy is -1749.54133 a.u. For the HOMO-LUMO gap, the calculation gives 8.822 eV. The value obtained for the HOMO energy is -0.3504 Ha. Its SMILES is O=S(=O)(Cl)SP.

ORCA input file:
```
! RIJCOSX wB97M-V def2-TZVPD def2/J DEFGRID3
* xyz 0 1
O 0.552 -0.353 -2.813
S -0.379 -1.432 -2.872
O -0.013 -2.595 -3.607
Cl -2.045 -0.801 -3.817
S -0.943 -1.765 -0.917
P 0.108 0.051 -0.416
H 1.429 -0.130 -1.060
H 0.171 -0.417 0.961
*
```



Entry 3:
C2H2N2O2 | ωB97M-V/def2-TZVPD

Its calculated total energy is -337.35131 a.u. For the HOMO-LUMO gap, the calculation gives 11.135 eV. The value obtained for the HOMO energy is -0.3926 Ha.

ORCA input file:
```
! RIJCOSX wB97M-V def2-TZVPD def2/J DEFGRID3
* xyz 0 1
C 0.355 -0.107 -0.542
C -1.345 -0.176 0.594
H 2.058 -0.550 -0.742
H -2.366 -0.386 0.857
N -0.871 -0.578 -0.616
N -0.530 0.408 1.429
O 1.421 -0.156 -1.332
O 0.586 0.634 0.567
*
```